{
  "formula": "C5H8O3",
  "method": "ωB97M-V/def2-TZVPD",
  "e_lumo_ev": 0.245,
  "gap_ev": 10.043,
  "smiles": "COC(C)=O.C=C=O",
  "symbols": ["O", "O", "O", "C", "C", "C", "C", "C", "H", "H", "H", "H", "H", "H", "H", "H"],
  "coordinates": [[0.851717, 2.956332, -2.150203], [-0.938269, -0.806791, 0.935784], [0.841389, 0.752112, -2.196301], [-1.221048, -2.304316, 2.849702], [-0.923594, -1.501733, 1.881500], [0.536358, 1.866676, -0.044058], [0.663594, 1.941139, -1.542663], [0.416794, -0.542118, -1.840406], [-2.200756, -2.333093, 3.286048], [-0.498027, -2.952164, 3.305636], [1.171478, -0.905921, -1.135894], [-0.659160, -0.499025, -1.649330], [-0.505063, 1.647399, 0.183844], [0.775921, 2.843616, 0.367613], [1.217312, 1.130161, 0.376163], [0.471353, -1.292273, -2.627435]],
  "forces_ev_per_angstrom": [[-0.491, -0.159, -0.039], [0.785, -0.631, 1.210], [0.103, 0.831, -1.857], [0.693, -0.871, 1.077], [-1.579, 1.120, -1.933], [-0.474, 0.372, -0.239], [1.442, -0.703, 0.206], [-0.075, 0.050, 0.530], [-0.341, 0.335, -0.174], [0.351, -0.043, -0.038], [-0.995, -0.226, 0.831], [0.356, -0.341, 1.096], [0.078, -0.284, 0.348], [-0.030, 0.027, -0.089], [-0.238, -0.207, -0.029], [0.415, 0.731, -0.900]]
}



{
  "formula": "C5H8O4",
  "method": "ωB97M-V/def2-TZVPD",
  "e_lumo_ev": [-0.243, -0.244],
  "gap_ev": [8.143, 8.143],
  "symbols": ["O", "O", "O", "O", "C", "C", "C", "C", "C", "H", "H", "H", "H", "H", "H", "H", "H"],
  "coordinates": [[0.104413, -2.248707, -0.515702], [2.130145, -1.348284, 0.291928], [-1.117481, 1.839314, -2.169970], [-0.370491, 1.053657, -1.233375], [-1.575589, -0.143615, 0.762811], [1.429092, 0.775729, 1.180257], [-1.154000, -0.179326, -0.603597], [1.215851, -0.484392, 0.431137], [-0.097004, -1.048521, -0.022999], [1.323804, 0.577847, 2.246456], [-2.564671, -0.506613, 1.001042], [-0.937090, 1.410118, -3.018920], [1.406879, -2.209909, -0.404263], [2.446498, 1.128574, 0.991218], [0.702983, 1.534703, 0.901083], [-1.788145, -0.661721, -1.340328], [-1.155194, 0.511146, 1.503221]],
  "forces_ev_per_angstrom": [[1.562, -0.815, 0.104], [-0.716, 1.309, -0.621], [-0.389, -0.166, 0.354], [-1.165, -1.478, 0.477], [0.598, -0.754, 0.443], [0.352, 0.275, -0.334], [2.698, 2.151, -1.548], [-0.149, -1.684, 1.031], [-0.981, 1.084, -1.067], [0.062, -0.151, 0.071], [0.097, -0.487, 0.136], [0.144, -0.102, 0.141], [-2.315, 0.425, 0.938], [-0.170, 0.022, 0.088], [0.114, -0.023, -0.085], [0.081, 0.103, 0.033], [0.177, 0.291, -0.161]]
}



{
  "formula": "C5H8O5",
  "method": "ωB97M-V/def2-TZVPD",
  "e_lumo_ev": 0.271,
  "gap_ev": 10.713,
  "smiles": "O=C(O)CC(O)CC(=O)O",
  "symbols": ["O", "O", "O", "O", "O", "C", "C", "C", "C", "C", "H", "H", "H", "H", "H", "H", "H", "H"],
  "coordinates": [[-0.749398, -0.847986, -3.313912], [0.740539, 0.122326, 2.712235], [0.661415, -1.321918, -1.668431], [-0.599148, -1.196620, 0.855607], [1.328655, 2.268047, 2.313795], [-1.291518, -0.015211, -1.210485], [-0.346755, -0.751722, -2.009019], [0.844324, 1.219495, 1.897889], [0.416517, 0.912957, 0.416160], [-0.825770, 0.034744, 0.265567], [0.297717, -0.458319, 2.297862], [-0.039363, -1.535992, 0.373051], [0.279891, 1.686779, 0.023589], [-2.356389, -0.612930, -1.121080], [0.998096, 0.374239, -0.188446], [-0.104667, -1.356340, -3.984872], [-1.218399, 0.902462, -1.589924], [-1.694184, 0.407728, 0.834785]],
  "forces_ev_per_angstrom": [[1.119, -0.656, -1.762], [5.169, 8.342, 4.478], [0.077, 0.371, 0.720], [-8.749, 4.313, 7.155], [-1.432, -2.298, -1.325], [-2.281, -4.683, 3.935], [1.317, -3.075, -3.188], [1.607, 0.212, 0.435], [-1.007, -8.716, 8.300], [-1.747, 1.917, 0.852], [-5.199, -7.347, -4.790], [9.315, -6.389, -7.530], [-2.099, 12.010, -5.859], [2.502, 1.926, -1.048], [3.815, -1.880, -1.502], [-1.670, 1.550, 2.876], [-1.112, 4.037, -1.497], [0.375, 0.364, -0.250]]
}



{
  "formula": "C5H8OS",
  "method": "ωB97M-V/def2-TZVPD",
  "e_lumo_ev": 0.379,
  "gap_ev": 9.298,
  "symbols": ["S", "O", "C", "C", "C", "C", "C", "H", "H", "H", "H", "H", "H", "H", "H"],
  "coordinates": [[1.546266, -1.543131, 0.105829], [-1.546078, -1.153798, 0.615079], [0.630006, -0.048966, 0.003316], [-1.958045, 0.000519, -0.058111], [1.346550, 1.015542, -0.541517], [0.824899, 0.937190, 0.919498], [-0.703121, -0.685493, -0.547505], [-1.930804, 1.037334, 0.368332], [1.510194, 0.650929, 1.683366], [0.176481, 1.801715, 1.352671], [-2.543532, -0.355317, -0.946965], [0.312875, -2.716249, 0.423646], [-0.701909, -1.329850, -1.346286], [0.721511, 1.727844, -1.230656], [2.314711, 0.661725, -0.800693]],
  "forces_ev_per_angstrom": [[-0.670, -4.096, 1.214], [1.236, 0.360, -0.694], [-5.679, -7.740, -3.189], [0.505, -0.962, -3.421], [-0.803, 3.313, -1.583], [0.461, 5.140, 3.380], [-0.449, 4.273, 5.622], [-0.269, -1.335, -0.281], [0.700, 0.066, 0.405], [0.573, -1.908, -1.400], [-1.351, 1.560, 1.377], [2.879, 2.927, -0.566], [0.123, -1.177, -1.824], [1.677, -1.361, 1.292], [1.066, 0.938, -0.332]]
}



{
  "formula": "C5H8OS",
  "method": "ωB97M-V/def2-TZVPD",
  "e_lumo_ev": -0.137,
  "gap_ev": 8.527,
  "symbols": ["S", "O", "C", "C", "C", "C", "C", "H", "H", "H", "H", "H", "H", "H", "H"],
  "coordinates": [[-1.993280, -0.096890, 0.437195], [-3.059824, -0.173326, -0.555346], [1.548763, -0.494844, 0.678752], [0.328143, 1.254069, -0.372337], [-1.196255, 1.485910, 0.278186], [0.626377, -0.204963, -0.572329], [-0.591780, -1.069680, -0.314066], [1.198608, -0.342552, -1.544023], [0.976374, -0.016192, 1.387875], [1.014672, 2.024249, -0.573703], [-1.629877, 2.485429, 0.630329], [1.636634, -1.522343, 0.764077], [2.504180, 0.010363, 0.627942], [-0.288900, -1.890018, 0.389941], [-1.073835, -1.449210, -1.262489]],
  "forces_ev_per_angstrom": [[1.129, 0.258, 0.639], [-1.257, -0.102, -0.856], [0.543, 1.405, -2.789], [-8.876, -0.308, 2.577], [7.192, -0.151, -2.741], [1.710, 1.045, 0.262], [-0.577, -0.321, -0.645], [-0.889, -0.173, 1.023], [-0.875, 0.360, 2.453], [0.661, 0.963, -0.098], [0.761, -1.786, -0.608], [0.469, -1.928, 0.583], [0.310, -0.039, -0.085], [-0.773, 0.559, -0.843], [0.471, 0.217, 1.128]]
}



{
  "formula": "C5H8OS",
  "method": "ωB97M-V/def2-TZVPD",
  "e_lumo_ev": 0.894,
  "gap_ev": 9.588,
  "smiles": "S[C@H]1[C@H]2COC[C@@H]12",
  "symbols": ["S", "O", "C", "C", "C", "C", "C", "H", "H", "H", "H", "H", "H", "H", "H"],
  "coordinates": [[0.411596, -0.362896, -1.883902], [1.073162, 0.600714, 1.024149], [-0.016932, 1.440212, 1.062564], [-0.932493, -0.303031, -0.678372], [-1.146870, 0.596304, 0.534157], [0.654436, -0.775583, 1.192365], [-0.735868, -0.874310, 0.726379], [0.220861, 2.258952, 0.383207], [1.303457, 0.255979, -1.119794], [-1.858834, -0.636248, -1.101345], [-0.251432, 1.851824, 2.036292], [-1.444349, -1.631475, 1.078478], [1.352317, -1.480837, 0.667867], [0.734973, -1.017290, 2.265832], [-2.161452, 0.898161, 0.716151]],
  "forces_ev_per_angstrom": [[-0.631, 0.213, -0.128], [1.540, -1.655, 0.131], [-1.021, 0.313, -1.332], [0.507, -0.320, 1.185], [-0.192, -0.767, -0.410], [1.511, -0.640, 1.195], [-1.399, 0.999, -1.008], [-0.097, 0.280, 0.059], [0.272, 0.166, 0.144], [-0.232, 0.024, -0.454], [-0.010, -0.016, 0.514], [0.513, 0.322, 0.075], [-0.378, 0.982, 0.171], [-0.132, -0.048, -0.211], [-0.250, 0.147, 0.068]]
}



Q: What is the formula in the fourth record?
A: C5H8OS